# 1
# C31H37FeN4O3S

A structure of composition C31H37FeN4O3S (the ωB97M-V functional and the def2-TZVPD basis, the OMol25 dataset).

Last column: Mulliken charge in e.
Geometry (Å):
Fe 0.0538 -0.3184 -0.2674  0.486
C -0.4431 -1.2184 2.4512  -1.234
C 0.2850 -2.5272 2.1990  -1.061
C 0.0061 -3.1686 0.8757  0.804
C -0.1773 -4.5479 0.8234  -1.097
C -0.5578 -5.1455 -0.3599  -0.610
C -0.7866 -4.3337 -1.4620  -0.735
C -0.5680 -2.9805 -1.3390  -0.077
N -0.1358 -2.3989 -0.2084  0.840
N 0.1884 -0.0195 1.8008  0.957
C -0.5088 1.1749 2.3546  -2.108
C 0.1691 2.5235 2.0775  1.292
C -0.2875 3.6369 2.7708  -1.072
C 0.3486 4.8513 2.5647  -0.616
C 1.4246 4.8983 1.6826  -0.785
C 1.8063 3.7280 1.0461  -0.550
N 1.1942 2.5577 1.2247  0.044
C 1.6021 0.0244 2.2885  -1.861
C 2.5534 -0.4204 1.2342  0.929
C 3.8917 -0.6395 1.5286  -1.255
C 4.7394 -1.0670 0.5255  -0.478
C 4.2132 -1.2758 -0.7442  -1.236
C 2.8772 -1.0330 -0.9589  -0.485
N 2.0493 -0.6024 0.0086  1.200
H -0.4241 -1.0505 3.5317  0.670
H -1.4833 -1.2804 2.1431  0.425
H -0.0494 -3.2240 2.9686  0.662
H 1.3551 -2.4114 2.3561  0.297
H -0.0374 -5.1361 1.7194  0.560
H -0.7046 -6.2153 -0.4160  0.439
H -1.1307 -4.7408 -2.4018  0.537
H -0.7399 -2.3204 -2.1632  -0.050
H -0.5609 1.0607 3.4431  0.785
H -1.5345 1.1715 1.9937  0.590
H -1.1192 3.5541 3.4588  0.502
H 0.0224 5.7381 3.0904  0.476
H 1.9665 5.8156 1.5049  0.471
H 2.6464 3.7280 0.3603  0.444
H 1.7137 -0.6017 3.1757  0.761
H 1.8596 1.0314 2.5900  0.967
H 4.2538 -0.4725 2.5337  0.561
H 5.7877 -1.2402 0.7260  0.476
H 4.8317 -1.6236 -1.5579  0.527
H 2.4289 -1.1763 -1.9287  0.658
C -4.1607 -0.2901 -0.1682  -2.336
C -2.7921 0.3059 -0.2023  0.539
O -1.8381 -0.5059 -0.1742  0.317
C -2.6037 1.7227 -0.2540  0.553
C -3.6737 2.6089 -0.0304  -1.117
C -3.4764 3.9657 -0.0936  -1.115
C -2.2086 4.4592 -0.4129  -0.869
C -1.1439 3.6192 -0.6447  -0.429
C -1.3138 2.2287 -0.5500  1.066
O -0.3118 1.4315 -0.8660  -0.715
H -4.0969 -1.3652 -0.3092  0.409
H -4.7973 0.1554 -0.9308  0.515
H -4.6224 -0.0873 0.8016  0.425
H -4.6548 2.2161 0.1983  0.530
H -4.2946 4.6480 0.0855  0.464
H -2.0595 5.5298 -0.4766  0.525
H -0.1674 4.0067 -0.8981  0.654
C -0.6656 -2.0178 -4.9273  -1.236
C -0.0422 -0.6380 -4.8051  -0.588
S -0.3792 0.2461 -3.2582  0.442
O 0.4692 -0.5702 -2.2247  -0.399
C 0.5787 1.7338 -3.6859  -0.206
C -0.3330 2.8295 -4.2107  -1.139
H -0.4869 -2.4062 -5.9281  0.422
H -1.7475 -1.9789 -4.7805  0.341
H -0.2216 -2.7027 -4.2108  0.272
H -0.4072 0.0283 -5.5892  0.531
H 1.0467 -0.6801 -4.8717  0.395
H 1.3252 1.4610 -4.4312  0.640
H 1.0697 1.9900 -2.7477  0.067
H -0.8127 2.5312 -5.1447  0.342
H 0.2554 3.7204 -4.4242  0.398
H -1.1089 3.0843 -3.4949  0.254

Cartesian forces (eV/Å) of the 6 atoms listed first:
0.61 0.01 -0.09
0.11 0.13 0.14
-0.10 -0.06 -0.01
-0.04 -0.15 0.15
0.03 0.12 -0.08
-0.02 0.01 -0.08

Computed properties:
Multiplicity: 2
Frontier orbital gap (spin up / spin down), hartree: 0.2925 / 0.2790
Net charge: +2
Energy above the lowest of the compared OMol25 structures with the same formula, charge and spin, eV: 0.7504

# 2
# C31H37IrN2O4Te

A structure of composition C31H37IrN2O4Te at a distorted geometry (the ωB97M-V functional and the def2-TZVPD basis, the OMol25 dataset).

Last column: Mulliken charge in e.
Geometry (Å):
Ir -0.8139 -2.1299 2.0163  0.846
C 2.2248 -1.4306 3.9547  -1.159
C 1.8266 -2.6942 3.2158  1.514
C 2.9628 -3.6777 3.0279  -1.898
O 1.2630 -2.3036 1.9045  -0.149
C 0.7028 -3.3946 3.9885  0.250
O 0.8625 -3.8594 5.0654  -0.459
O -0.4981 -3.4515 3.3169  -0.544
H 3.2153 -1.0999 3.6418  0.388
H 2.2394 -1.6232 5.0253  0.444
H 1.5181 -0.6276 3.7404  -0.083
H 3.7127 -3.2701 2.3467  0.491
H 2.6092 -4.6367 2.6430  0.493
H 3.4317 -3.8584 3.9928  0.417
H 1.5095 -2.9588 1.2365  0.202
C -0.9423 1.2391 3.0325  -1.374
C -0.6512 0.7651 1.6448  1.150
O -0.2797 1.7390 0.7641  -0.660
N -0.7338 -0.4369 1.2535  -0.462
Te -0.3059 0.9919 -1.0639  0.885
C -0.0244 2.5609 -2.4424  0.732
C -0.2632 3.9027 -2.1447  0.618
C -0.6570 4.4247 -0.7914  -1.786
C -0.1057 4.8156 -3.1846  -0.745
C 0.2251 4.4204 -4.4720  0.587
C 0.3053 5.4132 -5.5958  -1.530
C 0.4353 3.0654 -4.7184  -0.826
C 0.2995 2.1090 -3.7296  0.545
C 0.4978 0.6511 -4.0619  -1.659
C 1.6257 0.2359 -1.0215  1.128
C 2.7100 1.0829 -0.7483  0.544
C 2.5865 2.5520 -0.4355  -1.661
C 3.9810 0.5192 -0.7849  -0.958
C 4.1921 -0.8229 -1.0687  0.463
C 5.5787 -1.3916 -1.1515  -1.518
C 3.0835 -1.6387 -1.2908  -0.658
C 1.7922 -1.1406 -1.2725  0.735
C 0.6473 -2.0675 -1.5974  -2.083
H -1.1638 2.3039 3.0097  0.383
H -0.0704 1.0898 3.6708  0.251
H -1.7817 0.6840 3.4429  0.433
H -0.9265 3.6429 -0.0875  0.238
H -1.5078 5.0991 -0.8822  0.515
H 0.1604 4.9975 -0.3487  0.353
H -0.2698 5.8672 -2.9786  0.412
H 0.1002 6.4249 -5.2540  0.374
H -0.4132 5.1578 -6.3756  0.369
H 1.2931 5.3946 -6.0586  0.361
H 0.6951 2.7420 -5.7206  0.514
H 0.2584 0.4612 -5.1062  0.539
H -0.1526 -0.0015 -3.4673  0.096
H 1.5309 0.3419 -3.8899  0.362
H 1.6565 2.8034 0.0674  0.052
H 2.6521 3.1411 -1.3533  0.359
H 3.4047 2.8645 0.2109  0.544
H 4.8339 1.1591 -0.5895  0.451
H 6.3349 -0.6380 -0.9453  0.393
H 5.7602 -1.7939 -2.1493  0.351
H 5.7064 -2.2155 -0.4478  0.334
H 3.2387 -2.6883 -1.5197  0.521
H 0.9425 -3.1090 -1.4722  0.445
H 0.3437 -1.9620 -2.6410  0.428
H -0.2301 -1.8828 -0.9744  0.332
N -2.7899 -2.1762 2.1476  -0.612
C -3.9318 -2.2687 2.1394  0.584
C -5.3564 -2.3870 2.1325  0.679
C -6.0503 -2.1193 0.9503  -0.423
C -7.4297 -2.2006 0.9530  -0.617
C -8.1016 -2.5460 2.1203  -0.344
C -7.4023 -2.8394 3.2846  -0.616
C -6.0222 -2.7604 3.3009  -0.413
H -5.5111 -1.8522 0.0514  0.443
H -7.9837 -1.9997 0.0467  0.407
H -9.1827 -2.5874 2.1208  0.408
H -7.9342 -3.1336 4.1785  0.413
H -5.4632 -2.9869 4.1988  0.461

Cartesian forces (eV/Å) of the 6 atoms listed first:
1.00 -0.54 -1.45
0.17 0.16 -0.31
-0.24 -0.24 0.41
0.06 0.03 -0.23
0.11 0.31 0.05
-0.01 0.00 -0.42

Computed properties:
Frontier orbital gap (spin up / spin down), hartree: 0.2403 / 0.2404
Net charge: +2
Energy above the lowest of the compared OMol25 structures with the same formula, charge and spin, eV: 0.2776

# 3
# C31H37MnN3O2PSe

A structure of composition C31H37MnN3O2PSe (the ωB97M-V functional and the def2-TZVPD basis, the OMol25 dataset).

Last column: Mulliken charge in e.
Geometry (Å):
Mn 0.1103 2.6229 -0.2080  1.665
O -0.1698 2.5329 -2.2563  -0.612
C -1.2453 2.4181 -2.9427  0.336
C -1.1737 2.5182 -4.3638  -0.492
C -2.2731 2.3670 -5.1661  -0.382
C -3.5434 2.1072 -4.6272  -0.742
C -3.6517 2.0117 -3.2617  -0.869
C -2.5476 2.1606 -2.4019  0.762
C -2.8231 1.9661 -0.9951  -0.447
N -1.9796 1.9965 -0.0401  0.373
C -2.4134 1.6730 1.3096  -0.976
C -1.4245 2.1866 2.3622  -1.016
N -0.0580 2.0801 1.8896  0.422
C 0.9046 1.9735 2.7157  -0.505
C 2.3121 1.9277 2.3895  0.285
C 3.1815 1.7103 3.4747  -0.694
C 4.5421 1.6108 3.3242  -0.805
C 5.0686 1.7467 2.0292  -0.435
C 4.2580 1.9655 0.9479  -0.308
C 2.8380 2.0583 1.0614  0.610
O 2.1422 2.2163 -0.0021  -0.640
H -0.1953 2.7188 -4.7817  0.400
H -2.1582 2.4504 -6.2415  0.377
H -4.4072 1.9888 -5.2668  0.392
H -4.6204 1.8130 -2.8131  0.307
H -3.8776 1.7568 -0.7696  0.128
H -2.4959 0.5834 1.3983  0.358
H -3.4000 2.1043 1.5127  0.502
H -1.5670 1.6108 3.2861  0.406
H -1.6340 3.2383 2.5794  0.482
H 0.6847 1.8926 3.7890  0.156
H 2.7431 1.6140 4.4634  0.284
H 5.1884 1.4391 4.1739  0.398
H 6.1412 1.6795 1.8813  0.361
H 4.6660 2.0701 -0.0498  0.436
Se -0.4009 7.6798 0.5861  -0.335
C -0.2211 5.8959 0.3305  0.336
N -0.1192 4.7462 0.1897  -1.076
C 2.0690 -3.5593 -0.2746  -1.724
C 1.8843 -2.0461 -0.1657  2.073
C 2.6155 -1.3375 -1.3106  -1.945
C 2.5105 -1.5989 1.1619  -2.253
P 0.1225 -1.3793 -0.1191  0.847
C -0.5558 -2.3134 1.3234  0.042
C -0.9684 -3.6466 1.3520  -0.239
C -1.4718 -4.2202 2.5108  -0.751
C -1.5646 -3.4739 3.6774  -0.674
C -1.1526 -2.1500 3.6732  -0.666
C -0.6641 -1.5798 2.5059  -0.400
C -0.8649 -1.9675 -1.6139  2.337
C -2.3374 -1.8109 -1.2077  -1.758
C -0.5809 -0.9330 -2.7156  -2.192
C -0.6442 -3.3571 -2.2133  -1.909
H 3.1302 -3.7962 -0.1427  0.523
H 1.7661 -3.9551 -1.2406  0.271
H 1.5202 -4.0880 0.5064  0.277
H 3.6916 -1.5124 -1.2153  0.496
H 2.4472 -0.2578 -1.2875  0.314
H 2.3037 -1.7198 -2.2839  0.316
H 3.5906 -1.7677 1.1242  0.581
H 2.1083 -2.1657 2.0042  0.297
H 2.3500 -0.5381 1.3539  0.525
H -0.8989 -4.2551 0.4618  0.104
H -1.7887 -5.2560 2.5024  0.447
H -1.9566 -3.9219 4.5820  0.366
H -1.2174 -1.5554 4.5764  0.446
H -0.3489 -0.5430 2.5014  0.529
H -2.5152 -0.8323 -0.7539  0.167
H -2.6564 -2.5766 -0.4992  0.332
H -2.9651 -1.8801 -2.1008  0.550
H -0.6467 0.0852 -2.3326  0.271
H -1.3107 -1.0424 -3.5239  0.593
H 0.4138 -1.0558 -3.1434  0.269
H -0.7263 -4.1709 -1.4950  0.204
H 0.3300 -3.4275 -2.6963  0.376
H -1.3993 -3.5259 -2.9885  0.513

Cartesian forces (eV/Å) of the 6 atoms listed first:
0.50 0.53 -0.44
-0.19 -0.14 0.17
-0.04 0.04 -0.11
0.00 0.01 0.01
0.01 0.01 -0.06
0.03 0.00 0.07

Computed properties:
Multiplicity: 6
Frontier orbital gap (spin up / spin down), hartree: 0.2521 / 0.2527
Net charge: -1
Energy above the lowest of the compared OMol25 structures with the same formula, charge and spin, eV: 0.0000

> The lowest energy above the lowest of the compared OMol25 structures with the same formula, charge and spin belongs to which entry?

C31H37MnN3O2PSe

> energy above the lowest of the compared OMol25 structures with the same formula, charge and spin of number 1 (C31H37FeN4O3S)?

0.7504 eV

> What is the formula in the third record?

C31H37MnN3O2PSe